(1)
DFT (ωB97M-V/def2-TZVPD) results for a molecular structure, C35H46N7SW.

**Calculated total energy**: -2209.626965 Eh
**Charge**: +1
**Maximum force**: 0.49 eV/A
**Orbital gap (spin up / spin down)**: 6.481 / 7.324 eV
**HOMO energy (spin up / spin down)**: -8.6 / -10.4 eV
**Lowest unoccupied orbital energy (spin up / spin down)**: -2.11 / -3.07 eV
**Multiplicity**: 3

Last column: Mulliken charge in e.
Cartesian coordinates (Å):
W 0.00517 0.63568 -0.45508  1.866
N 0.73335 -1.46642 -0.88988  -0.944
C 0.20219 -2.70047 -0.25920  0.924
C -1.08658 -3.16409 -0.93221  -1.570
N -1.99829 -2.06608 -1.18775  0.126
C -2.94286 -1.69321 -0.14807  -1.186
C -2.29044 -1.43830 1.19271  -0.818
N -1.24116 -0.38377 1.21663  -0.361
H 1.73454 -1.41535 -0.72171  0.097
H 0.62576 -1.53296 -1.90320  0.147
H 0.94303 -3.50043 -0.33219  0.648
H 0.04880 -2.49589 0.79465  -0.991
H -0.82921 -3.60198 -1.89934  0.437
H -1.52198 -3.97268 -0.32822  0.415
H -2.50149 -2.22303 -2.04896  0.520
H -3.46113 -0.79218 -0.48743  0.337
H -3.70664 -2.46588 0.02207  0.548
H -3.07742 -1.17867 1.90322  0.550
H -1.84125 -2.35862 1.56870  0.219
H -1.66943 0.46228 1.58286  0.482
H -0.56587 -0.69222 1.94288  -0.107
N -2.87015 2.15955 -3.31342  -0.216
C -2.14790 2.03026 -4.52451  0.284
C -2.20574 2.99080 -5.52276  -0.844
C -1.45698 2.81594 -6.67794  -0.744
C -0.62572 1.71383 -6.82241  -0.704
C -0.55098 0.76494 -5.81352  -0.604
C -1.33582 0.91322 -4.68090  0.768
S -1.44154 -0.30648 -3.41866  -0.362
N -1.47307 0.73255 -2.05472  -0.234
C -2.19855 1.84022 -2.14255  0.493
C -2.17922 2.68942 -1.00775  1.207
C -2.99058 3.82976 -0.83494  -1.294
C -3.01129 4.48406 0.36000  -0.839
C -2.20885 3.99265 1.42068  -1.284
C -1.39250 2.92871 1.19554  0.003
N -1.31062 2.27774 -0.00341  0.454
H -3.42235 3.00077 -3.26238  0.281
H -2.83330 3.86575 -5.40021  0.380
H -1.51358 3.55725 -7.46362  0.394
H -0.03041 1.59516 -7.71749  0.447
H 0.10549 -0.09060 -5.90225  0.454
H -3.62152 4.17372 -1.64374  0.341
H -3.63971 5.35193 0.50113  0.435
H -2.21665 4.46068 2.39383  0.474
H -0.73312 2.56495 1.97109  0.555
C 1.03830 -3.14679 3.15065  -1.236
N 0.86468 -1.70754 2.97540  0.034
C 0.60569 -1.09386 4.27739  -0.983
C 2.05697 -1.14087 2.32179  -1.485
C 2.07067 0.37001 2.24605  1.009
C 2.91927 0.98668 3.17539  -0.568
C 3.07329 2.35603 3.23743  -1.039
C 2.36808 3.13593 2.33377  -1.076
C 1.54547 2.52472 1.40425  -0.408
C 1.33753 1.13070 1.31030  0.880
H 1.86334 -3.37006 3.84137  0.402
H 1.26645 -3.62464 2.19749  0.337
H 0.12586 -3.58629 3.55392  0.378
H 1.45143 -1.22620 4.96619  0.390
H -0.27356 -1.56053 4.72178  0.288
H 0.42253 -0.02664 4.16597  0.296
H 2.12213 -1.58586 1.32592  0.195
H 2.95719 -1.46765 2.86240  0.656
H 3.47769 0.36304 3.86487  0.408
H 3.73681 2.80406 3.96508  0.405
H 2.47029 4.21432 2.33744  0.484
H 1.03937 3.17763 0.69990  0.755
C 3.85794 0.52454 -1.13490  -1.561
C 2.86871 1.32704 -1.99648  2.926
C 3.24181 2.81120 -1.86954  -2.286
C 1.48174 1.14700 -1.46147  -1.048
C 2.89292 0.84131 -3.45298  -0.107
C 3.03607 1.71652 -4.52477  -0.321
C 3.08241 1.24596 -5.83205  -0.799
C 2.98104 -0.10924 -6.09561  -0.591
C 2.82029 -0.99480 -5.03757  -1.115
C 2.77585 -0.52010 -3.73724  0.245
H 3.78273 0.83615 -0.09230  0.247
H 4.87605 0.69991 -1.48473  0.469
H 3.68237 -0.55166 -1.18626  0.271
H 3.26750 3.08910 -0.81652  0.365
H 2.52171 3.45654 -2.37495  0.438
H 4.23054 2.99167 -2.29406  0.517
H 0.71697 1.88196 -1.87651  0.144
H 3.13043 2.77933 -4.35368  0.400
H 3.20883 1.94849 -6.64581  0.438
H 3.03252 -0.47589 -7.11251  0.429
H 2.74698 -2.05856 -5.22578  0.407
H 2.68537 -1.23628 -2.92943  0.228

Atoms 1-2, force components in eV/Å:
0.1 -0.1 0.0
-0.1 0.0 0.0

---

(2)
DFT (ωB97M-V/def2-TZVPD) results for a molecular structure, C35H47N5STc.

**Calculated total energy**: -2114.131605 Eh
**Charge**: +2
**Maximum force**: 0.65 eV/A
**Orbital gap (spin up / spin down)**: 8.065 / 6.398 eV
**HOMO energy (spin up / spin down)**: -14.0 / -14.0 eV
**Lowest unoccupied orbital energy (spin up / spin down)**: -5.91 / -7.63 eV
**Multiplicity**: 4

Last column: Mulliken charge in e.
Cartesian coordinates (Å):
Tc -0.30869 0.47467 0.26267  -0.825
C -0.05146 0.78481 -2.01055  -0.582
C -1.47241 0.75699 -1.69721  -0.699
C -1.75441 -0.57973 -1.19404  0.740
C -0.47731 -1.24227 -1.14872  -1.052
C 0.54993 -0.45611 -1.75007  1.703
C 1.93843 -0.92633 -2.12087  1.433
C 3.01993 0.06614 -1.67595  -1.904
C 2.23195 -2.30497 -1.52107  -1.802
C 1.95868 -1.03672 -3.65619  -1.712
C -3.03430 -1.39544 -0.97714  1.562
C -4.14205 -0.76416 -0.11420  -1.569
C -3.58448 -1.67441 -2.38941  -1.631
C -2.68177 -2.75916 -0.35467  -2.032
C -2.30554 1.95012 -2.16594  0.932
C -2.32155 1.86209 -3.70604  -1.538
C -1.64322 3.27329 -1.74855  -1.761
C -3.74498 2.00185 -1.66733  -1.807
H 0.43711 1.64646 -2.43722  1.424
H -0.32830 -2.24862 -0.79675  1.011
H 2.90760 0.37569 -0.63435  0.383
H 3.02537 0.95329 -2.31202  0.371
H 4.00097 -0.39781 -1.78245  0.567
H 2.25864 -2.27117 -0.42790  0.129
H 3.20992 -2.64465 -1.86063  0.631
H 1.50217 -3.05234 -1.83682  0.317
H 1.75076 -0.07489 -4.12675  0.392
H 1.22476 -1.76134 -4.01228  0.372
H 2.94685 -1.36584 -3.97916  0.466
H -4.82939 -0.16519 -0.69825  0.289
H -3.75886 -0.14944 0.69472  0.190
H -4.73387 -1.56624 0.32707  0.470
H -3.89975 -0.75569 -2.88222  0.279
H -4.45334 -2.32932 -2.31533  0.468
H -2.83974 -2.16649 -3.01766  0.343
H -2.20865 -2.65329 0.62471  0.381
H -2.04303 -3.36337 -0.99896  0.323
H -3.59891 -3.32747 -0.21130  0.522
H -1.31578 1.90604 -4.12684  0.331
H -2.88990 2.70229 -4.10537  0.474
H -2.79697 0.94147 -4.04689  0.321
H -0.61557 3.38283 -2.09392  0.410
H -1.66729 3.39560 -0.66329  0.147
H -2.21029 4.09621 -2.18291  0.625
H -4.35458 1.22549 -2.11984  0.251
H -4.17993 2.95587 -1.96537  0.610
H -3.80368 1.93397 -0.58155  0.246
S -0.08162 4.43634 2.42166  -0.328
C 1.07846 4.60040 1.14009  0.925
C 1.85436 5.71021 0.82614  -0.797
C 2.71806 5.61195 -0.24531  -0.616
C 2.81276 4.42357 -0.97618  -0.941
C 2.04259 3.32391 -0.65854  0.483
C 1.15375 3.41236 0.40840  -0.925
N 0.29028 2.42410 0.87227  0.942
C -0.39874 2.83647 1.92845  0.955
C -1.33421 1.93168 2.56965  0.428
C -1.97802 2.22973 3.76618  -1.142
C -2.77775 1.27145 4.36433  -0.912
C -2.92274 0.02057 3.77585  -0.992
C -2.28899 -0.26947 2.57618  0.670
C -1.49486 0.68098 1.93421  0.265
H 1.78167 6.62110 1.40468  0.459
H 3.33441 6.45747 -0.51655  0.436
H 3.50924 4.36455 -1.80166  0.475
H 2.14759 2.40358 -1.21235  -0.075
H -1.84758 3.19442 4.24161  0.494
H -3.28115 1.49353 5.29522  0.441
H -3.54017 -0.72783 4.25492  0.530
H -2.44085 -1.24327 2.13277  0.592
C 4.55847 -3.46731 1.99657  -1.316
C 3.38865 -4.04724 2.78256  0.822
C 2.40082 -4.77690 1.87538  -1.205
C 2.69530 -2.98816 3.63892  -1.215
N 2.16539 -1.87788 2.84014  0.789
C 1.07587 -1.81430 2.08738  -1.123
N 1.06536 -0.62509 1.51867  0.986
N 2.16992 0.03343 1.94608  -0.205
N 2.82474 -0.71190 2.73749  -0.872
H 5.07113 -4.25993 1.45309  0.442
H 5.28313 -2.98078 2.64988  0.379
H 4.22059 -2.73175 1.26010  0.116
H 3.77840 -4.76301 3.51106  0.342
H 2.03767 -4.12723 1.07108  0.089
H 1.54416 -5.16010 2.43440  0.381
H 2.88804 -5.62217 1.39138  0.431
H 3.38391 -2.52925 4.34523  0.371
H 1.85411 -3.41388 4.18565  0.460
H 0.34476 -2.59703 1.97771  0.760

Atoms 1-2, force components in eV/Å:
0.6 -0.1 0.3
-0.1 -0.2 0.0

---

Question: Look up the charge of the second one.
Answer: +2